Entry from OMol25: an isolated molecule of C25H35N5O5 (ωB97M-V/def2-TZVPD).

XYZ file:
```
70
Properties=species:S:1:pos:R:3
C -1.354 1.970 3.535
C -0.602 0.882 2.782
O 0.544 1.479 2.206
C 1.357 0.717 1.419
C 1.177 -0.640 1.209
C 1.997 -1.317 0.316
C 1.686 -2.756 0.022
O 1.860 -3.667 0.806
N 1.150 -2.912 -1.212
C 0.555 -4.163 -1.630
C -0.826 -3.970 -2.256
O -1.019 -4.267 -3.422
N -1.805 -3.485 -1.466
C -1.657 -3.147 -0.066
C -2.754 -2.185 0.380
C -3.033 -1.088 -0.663
C -3.453 -1.760 -2.003
C -3.119 -3.253 -2.022
N -4.076 -0.244 -0.074
C -4.258 1.074 -0.651
C -3.041 1.937 -0.293
C -1.861 1.148 -0.723
N -0.636 1.601 -1.128
C 0.058 0.514 -1.542
N -0.636 -0.585 -1.425
C -1.843 -0.208 -0.906
C 3.005 -0.647 -0.343
C 3.240 0.712 -0.107
O 4.295 1.212 -0.806
C 4.424 2.591 -1.106
C 3.283 3.115 -1.971
C 2.415 1.402 0.787
O 2.585 2.760 1.004
C 2.917 3.142 2.333
C 4.210 2.505 2.831
H -2.273 1.563 3.947
H -1.594 2.789 2.862
H -0.742 2.358 4.345
H -1.236 0.456 1.993
H -0.307 0.081 3.473
H 0.392 -1.180 1.711
H 0.853 -2.082 -1.711
H 1.181 -4.639 -2.392
H 0.507 -4.820 -0.755
H -1.696 -4.058 0.548
H -0.696 -2.666 0.094
H -2.460 -1.713 1.318
H -3.690 -2.717 0.565
H -2.932 -1.271 -2.827
H -4.527 -1.633 -2.159
H -3.856 -3.824 -1.447
H -3.110 -3.627 -3.047
H -4.952 -0.753 -0.063
H -5.164 1.506 -0.223
H -4.369 1.050 -1.748
H -3.024 2.110 0.786
H -3.083 2.902 -0.801
H -0.307 2.551 -1.089
H 1.060 0.566 -1.915
H 3.647 -1.156 -1.043
H 5.368 2.641 -1.657
H 4.512 3.193 -0.198
H 2.363 3.139 -1.393
H 3.512 4.123 -2.305
H 3.147 2.475 -2.840
H 2.094 2.898 3.012
H 3.019 4.229 2.276
H 4.434 2.871 3.829
H 4.108 1.422 2.868
H 5.041 2.751 2.173
```

Results
- SMILES: CCOc1cc(C(=O)NCC(=O)N2CCC3(CC2)NCCc2[nH]cnc23)cc(OCC)c1OCC
- F_max: 0.8 eV/A
- HOMO energy: -8.51 eV
- Total charge: 0



Entry from OMol25: a structure of composition C25H36BeCl4N4O5 at a distorted geometry (ωB97M-V/def2-TZVPD).

XYZ file:
```
75
Properties=species:S:1:pos:R:3
C 4.231 -1.020 2.725
C 2.923 -0.299 2.544
C 2.482 0.673 3.426
C 1.267 1.321 3.235
C 0.506 0.980 2.123
C -0.833 1.644 1.906
N -1.988 0.787 2.277
C -1.860 -0.285 3.066
C -2.951 -1.059 3.415
C -4.211 -0.724 2.947
C -4.321 0.387 2.118
C -3.205 1.130 1.814
C 0.935 0.023 1.211
C 2.146 -0.614 1.425
H 4.485 -1.570 1.826
H 4.221 -1.739 3.542
H 5.012 -0.270 2.849
H 3.052 0.936 4.308
H 0.911 2.080 3.918
H -0.907 1.927 0.858
H -0.860 2.579 2.463
H -0.890 -0.547 3.459
H -2.788 -1.901 4.069
H -5.061 -1.325 3.234
H -5.302 0.661 1.751
H -3.323 1.998 1.184
H 0.333 -0.221 0.344
H 2.499 -1.381 0.751
C 7.157 -0.768 -0.233
Cl 5.471 -0.225 -0.239
Cl 7.781 -0.762 -1.882
Cl 8.116 0.323 0.770
Cl 7.238 -2.405 0.428
C 0.212 -1.856 -6.177
C -0.177 -1.803 -4.674
C -1.109 -0.616 -4.409
C -0.405 0.739 -4.423
C 0.799 0.729 -3.485
C 1.765 -0.421 -3.768
N 1.055 -1.733 -3.831
O 0.771 -2.115 -2.623
C 2.515 -0.132 -5.083
C 2.852 -0.454 -2.700
C -0.953 -3.091 -4.408
H -0.317 -2.655 -6.694
H -0.019 -0.930 -6.704
H 1.270 -2.071 -6.316
H -1.586 -0.746 -3.432
H -1.914 -0.623 -5.146
H -0.102 0.997 -5.441
H -1.111 1.513 -4.114
H 1.333 1.679 -3.562
H 0.439 0.665 -2.451
H 3.146 -0.976 -5.364
H 3.164 0.735 -4.958
H 1.857 0.097 -5.918
H 2.434 -0.538 -1.696
H 3.437 0.465 -2.726
H 3.533 -1.292 -2.855
H -0.322 -3.969 -4.552
H -1.790 -3.156 -5.102
H -1.367 -3.127 -3.401
C -7.671 1.397 4.368
O -8.001 1.107 3.234
N -6.379 1.707 4.687
N -8.563 1.419 5.408
H -6.060 1.944 5.608
H -5.727 1.687 3.928
H -9.524 1.214 5.192
H -8.320 1.655 6.354
C 4.448 3.298 3.573
O 3.861 3.359 4.644
O 4.149 3.948 2.550
O 5.429 2.563 3.328
Be -9.317 -0.946 5.510
```

Results
- F_max: 2.5 eV/A
- HOMO energy: -9.37 eV
- Total charge: +1
- Spin multiplicity: 2
- ⟨S²⟩: 0.7541